# 1
C18H20N2O5S4Sr | ωB97M-V with the def2-TZVPD basis set

Structure (XYZ):
```
50
Properties=species:S:1:pos:R:3:forces:R:3:lowdin_charge:R:1
Sr 1.1958 -0.6764 -1.6589 -0.46 3.33 -0.92 1.38
S 3.2091 -2.2664 -1.3061 2.77 -2.04 0.64 -0.06
S 2.0491 -3.2832 -2.5804 -0.38 -0.71 -0.81 0.25
S 2.9190 3.7341 0.3654 0.01 0.23 0.22 0.83
S 2.2600 2.4090 -2.1889 0.33 -0.31 -0.55 0.43
O 4.3294 -3.0854 -0.8866 -0.05 0.20 0.04 -0.41
O -0.9041 -0.7041 -1.9448 -2.36 -0.37 -0.45 -0.36
O -0.1840 -4.8401 -0.9905 0.06 -0.19 0.14 -0.14
O 3.5826 -1.0445 -2.0323 0.48 0.18 -0.03 -0.56
O 2.3242 -1.8847 -0.1746 0.66 -0.73 1.30 -0.62
N 0.7167 2.4011 0.0042 0.29 0.86 1.32 -0.15
N -0.1375 1.4864 -0.4829 -0.61 -0.90 -0.74 -0.01
C 1.9992 3.9884 1.9468 0.29 -0.07 -0.81 -0.44
C 3.4290 1.8291 4.6907 0.12 0.03 0.08 -0.11
C -2.3937 0.8766 -0.9699 -0.13 -0.63 -0.34 -0.12
C 2.1716 2.8763 2.9227 -0.10 -0.01 0.14 -0.30
C -2.0803 -0.3930 -1.5632 -0.91 0.28 0.07 -0.38
C -4.7536 0.3121 -0.8867 -0.30 -0.01 0.13 -0.15
C -1.1495 -4.6985 -1.9969 -0.10 -0.18 -0.17 -0.37
C 1.3644 0.8594 3.9556 0.02 -0.04 0.08 -0.08
C 1.8052 2.7153 -0.5912 -0.49 0.18 0.02 -1.24
C 3.2850 2.8364 3.7548 -0.10 0.01 -0.08 -0.06
C -3.7162 1.1922 -0.6653 0.10 -0.02 0.02 -0.08
C 2.4640 0.8420 4.7961 0.03 -0.13 0.14 -0.11
C -0.9497 -5.7182 -3.1216 -0.11 0.16 0.34 -0.10
C -3.1767 -1.2817 -1.7393 0.27 -0.13 0.00 -0.03
C -1.7235 3.3184 -0.6278 0.26 -0.18 -0.06 -0.04
C -1.3561 1.8478 -0.6927 0.81 0.85 0.25 -0.27
C 1.2151 1.8732 3.0275 -0.06 -0.03 0.05 -0.04
C -4.4644 -0.9449 -1.4074 -0.16 0.06 -0.05 -0.13
H 2.4009 4.9219 2.3386 -0.03 0.07 0.05 0.06
H 0.6430 -4.4617 -1.3580 0.09 0.10 0.21 -0.06
H -3.9345 2.1462 -0.2052 -0.01 0.13 -0.03 0.09
H -5.7689 0.5900 -0.6367 -0.06 0.00 0.04 0.08
H 2.5751 0.0556 5.5283 0.02 -0.11 0.05 0.09
H 0.6239 0.0757 4.0168 -0.07 -0.08 0.00 0.10
H -1.1158 -3.6879 -2.4217 -0.08 0.01 0.06 0.08
H -0.8459 3.9032 -0.9014 -0.07 0.04 0.04 0.07
H 4.0426 3.6002 3.6481 0.10 0.09 0.04 0.10
H 0.9579 4.1098 1.6615 -0.06 0.07 0.07 0.06
H 0.0559 -5.6089 -3.5165 0.14 0.00 -0.14 0.05
H -2.1223 -4.8488 -1.5129 0.00 0.10 -0.15 0.10
H -5.2684 -1.6567 -1.5591 0.01 -0.06 -0.03 0.09
H -2.5338 3.5414 -1.3162 -0.10 0.01 -0.01 0.07
H -1.0648 -6.7338 -2.7424 0.02 -0.07 0.04 0.06
H 0.3664 1.8767 2.3614 -0.03 0.06 -0.08 0.10
H -1.6692 -5.5598 -3.9227 -0.10 0.02 -0.16 0.06
H -2.0200 3.6081 0.3807 -0.05 0.07 0.11 0.08
H -2.9501 -2.2605 -2.1355 0.04 -0.09 -0.10 0.09
H 4.2976 1.8124 5.3369 0.04 -0.02 0.02 0.09
```
Forces are in eV/Å.

Calculated values
**Total energy**: -76389.469 eV
**Net charge**: -2
**Orbital gap**: 6.60 eV
**Relative energy (zero: lowest compared OMol25 entry of this formula, charge and spin)**: 34.3 kcal per mole

***

# 2
C18H20N2O7S | ωB97M-V with the def2-TZVPD basis set

Structure (XYZ):
```
48
Properties=species:S:1:pos:R:3:forces:R:3:lowdin_charge:R:1
S -1.7123 2.0519 -1.0923 -0.71 0.18 0.33 1.18
O 2.0043 -1.3351 -2.4281 -0.05 -0.09 -0.29 0.02
O -5.0812 -1.0684 0.6791 0.05 0.30 -0.01 -0.01
O 2.4080 -0.6800 -0.3185 -0.07 -0.04 -0.05 0.14
O 6.6308 -1.1770 -1.4596 0.19 -0.10 0.12 0.08
O -3.2548 -2.0803 -0.1428 -0.19 -0.12 0.13 0.07
O 6.1588 1.0382 1.2973 -0.44 0.06 -0.28 0.05
O 0.3085 0.7135 -1.9996 0.19 -0.09 -0.14 0.02
N -1.3020 -0.6159 -1.1531 -0.15 -0.28 0.08 0.12
N 4.9124 0.2173 -0.9680 -0.36 0.12 0.03 0.09
C 0.6837 -1.6720 -2.0455 0.04 0.13 0.19 -0.06
C -5.3367 1.7138 0.6680 0.02 0.06 -0.01 -0.03
C -0.1009 -0.3962 -1.7370 0.19 -0.43 -0.08 -0.45
C 7.9978 -0.1957 1.0268 -0.78 0.09 -0.52 0.01
C 2.7463 -0.7695 -1.4678 0.35 0.07 0.21 -0.46
C -3.8766 -1.0558 0.1073 0.26 -0.08 -0.18 -0.42
C -2.1360 0.4183 -0.8064 -0.22 0.18 0.07 -0.43
C -3.2235 2.5805 -0.3932 0.14 -0.46 -0.04 -0.52
C 4.0620 -0.2620 -2.0220 0.04 -0.05 -0.07 -0.06
C -5.6215 -2.3410 1.0305 -0.07 -0.64 0.14 -0.21
C -3.9972 1.5453 0.0314 0.15 0.24 -0.08 -0.27
C -3.5161 4.0407 -0.3265 -0.05 -0.02 0.03 -0.11
C 8.1298 0.5566 2.2131 -0.43 0.36 0.15 -0.05
C -3.3748 0.2752 -0.2044 0.41 0.07 -0.19 -0.11
C 6.7750 0.1327 0.4995 1.17 -0.58 0.22 -0.18
C 6.9829 1.2847 2.3226 0.72 -0.11 0.44 -0.11
C -5.0915 -2.8190 2.3749 -0.01 0.26 -0.33 -0.06
C 6.1179 -0.3580 -0.7206 -0.31 0.27 -0.13 -0.43
H 6.6499 1.9880 3.0607 -0.14 0.10 0.03 0.12
H 4.5912 -1.0672 -2.5415 -0.15 0.14 0.01 0.14
H -3.6529 4.3630 0.7055 0.01 0.10 0.02 0.08
H 8.6971 -0.8870 0.6051 0.09 -0.17 -0.15 0.12
H -5.3012 -2.0816 3.1461 -0.03 0.02 0.10 0.08
H -1.6795 -1.5368 -0.9077 0.22 0.17 -0.10 0.13
H -4.4222 4.2813 -0.8820 -0.01 0.10 -0.03 0.08
H 4.4715 0.7623 -0.2414 0.12 -0.06 0.00 0.14
H 8.9593 0.5564 2.8896 0.13 0.05 0.18 0.10
H 0.2429 -2.1933 -2.8973 0.03 0.05 0.11 0.15
H -2.6897 4.6005 -0.7557 0.00 0.19 -0.01 0.06
H -4.0169 -2.9737 2.3167 0.05 -0.04 0.03 0.08
H -6.7021 -2.1874 1.0657 0.14 -0.01 -0.05 0.13
H 3.8380 0.5325 -2.7437 -0.02 -0.17 0.01 0.15
H -5.3719 -3.0641 0.2469 -0.14 0.14 0.10 0.12
H -5.5942 2.7659 0.7411 -0.06 0.09 0.02 0.07
H 0.6918 -2.3223 -1.1634 -0.05 0.07 -0.16 0.14
H -5.3375 1.2776 1.6647 -0.11 0.02 0.07 0.09
H -6.0984 1.2010 0.0842 -0.12 0.02 0.04 0.09
H -5.5681 -3.7579 2.6413 -0.05 -0.11 0.06 0.08
```
Forces are in eV/Å.

Calculated values
**Total energy**: -47139.770 eV
**Net charge**: 0
**Orbital gap**: 8.71 eV
**Relative energy (zero: lowest compared OMol25 entry of this formula, charge and spin)**: 3.9 kcal per mole

***

# 3
C18H20N2OS | ωB97M-V with the def2-TZVPD basis set

Structure (XYZ):
```
42
Properties=species:S:1:pos:R:3:forces:R:3:lowdin_charge:R:1
S -2.6669 -3.4389 -0.1296 0.88 0.05 -0.01 0.62
O -0.3027 0.0523 1.2095 -1.42 -0.32 0.41 0.08
N -2.9044 -0.9369 0.1693 -8.33 11.61 6.21 -0.06
N -0.8141 -1.4049 -0.5310 -4.86 4.27 4.97 0.15
C -2.2482 3.2572 -0.6571 -0.88 8.15 7.99 -0.22
C -2.1726 -1.8251 -0.0531 8.89 -8.53 -4.14 -0.81
C -0.0191 -0.5452 0.1918 0.92 1.44 1.28 -0.46
C -5.2352 -1.0692 -0.2261 2.81 11.34 2.42 -0.05
C 6.4040 -0.1181 -0.4110 12.21 8.25 -3.58 -0.28
C 4.3067 0.7615 0.5026 5.19 3.49 -4.39 0.00
C -2.8048 1.5314 1.1055 0.31 4.74 -2.77 -0.02
C 3.8458 -0.5081 0.3244 -5.77 3.19 4.82 -0.38
C -4.1994 -1.1289 0.7860 -1.28 2.12 2.62 -0.25
C 6.0342 -1.2415 -0.4874 -12.20 -9.21 3.85 -0.02
C 5.6972 0.8448 -0.0379 -8.45 12.51 5.48 -0.10
C -2.3100 0.8623 -1.2545 -0.65 7.19 4.98 0.10
C -2.0252 2.3632 -1.4951 0.53 -9.48 -6.94 -0.10
C 1.3969 -0.3462 -0.2152 -1.89 -14.30 6.03 -0.05
C 4.6149 -1.5125 0.1620 5.68 -5.21 -5.02 0.02
C 2.4696 -0.6246 0.9643 -1.47 -6.62 -4.63 -0.07
C -2.5983 3.0121 0.6913 -1.03 -3.83 4.24 0.01
C -2.7529 0.5695 0.1595 3.39 -1.69 -7.59 -0.18
H -5.1573 0.0050 -0.8024 -0.72 -2.63 1.34 0.17
H 1.5183 -1.2150 -1.0940 0.33 1.17 2.22 0.18
H -4.3234 -1.9675 1.3458 0.58 -3.32 0.80 0.06
H 7.4388 0.2154 -0.7993 -1.21 -0.85 0.56 0.16
H 3.7696 1.8014 0.4522 0.60 -2.52 0.86 0.15
H -6.1163 -1.3109 0.0834 -5.80 -0.21 2.75 0.04
H -3.1284 1.3204 2.0521 -0.44 -0.37 2.40 0.07
H 5.9932 2.0616 0.0347 0.03 -3.68 -0.58 0.16
H -2.7305 3.6646 1.7815 0.55 -1.21 -4.12 0.17
H 6.4155 -2.0936 -0.5780 4.13 -6.45 -1.72 0.04
H 4.2048 -2.5697 0.0092 0.66 1.52 0.75 0.14
H 2.2726 0.0343 1.6915 -0.45 2.12 2.96 0.05
H 2.3547 -1.9002 1.3441 -0.05 4.13 -0.87 0.21
H -4.4451 -0.4552 1.7482 1.09 -0.21 -2.54 0.17
H -5.1725 -1.7368 -0.8268 2.08 -8.05 -8.03 -0.03
H -1.7141 2.8146 -2.4746 -0.18 -1.49 0.54 0.12
H 1.6352 0.2521 -0.8064 3.21 11.05 -8.29 -0.02
H -2.0077 4.3294 -0.9254 -0.50 -1.22 0.34 0.13
H -2.2094 0.1759 -2.0008 0.18 -1.79 -1.66 0.07
H -0.3136 -1.9802 -1.0031 3.33 -5.17 -3.96 0.03
```
Forces are in eV/Å.

Calculated values
**Total energy**: -34838.637 eV
**Net charge**: 0
**Orbital gap**: 8.40 eV
**Relative energy (zero: lowest compared OMol25 entry of this formula, charge and spin)**: 368.2 kcal per mole

***

# 4
C18H20N3O4PS3W | ωB97M-V with the def2-TZVPD basis set

Structure (XYZ):
```
50
Properties=species:S:1:pos:R:3:forces:R:3:mulliken_spin:R:1
W -0.8866 0.6972 -0.3600 0.54 0.28 -0.03 0.99
S -0.0356 2.7682 -1.3002 0.00 -0.27 -0.29 -0.02
S 0.9910 0.8111 1.0169 -0.22 -0.14 -0.06 0.01
S -4.4065 -3.1072 0.0033 -0.12 -0.08 -0.04 0.08
P 1.6260 2.3978 -0.1713 0.08 0.47 -0.04 0.04
O 2.8262 1.9749 -1.0210 0.23 -0.13 0.06 0.00
O 1.9604 3.5424 0.7628 -0.09 -0.05 0.14 0.00
O -1.9538 6.2099 -0.1949 0.01 -0.05 0.00 0.00
O -4.1548 6.5026 -0.2152 0.05 -0.21 0.00 0.00
N -0.7076 -2.2875 -0.7901 -0.10 0.10 -0.05 0.02
N -0.7167 -0.9460 -0.9428 0.05 0.25 -0.06 -0.10
N -2.5373 0.1702 0.6488 -0.53 0.00 0.10 -0.06
C -2.3345 2.4470 1.5259 0.20 -0.06 0.13 0.00
C -3.0578 5.7707 -0.0722 -0.03 0.20 0.03 0.00
C -1.7347 -2.8976 -0.1139 -0.12 -0.12 0.08 -0.01
C -3.0617 -2.2403 0.2051 0.20 0.59 0.09 -0.02
C -3.7741 3.4141 -0.6772 0.01 0.03 0.04 0.00
C -1.5744 -4.2381 0.1756 0.07 0.00 -0.04 0.00
C -3.1783 4.2911 0.2284 -0.01 -0.06 -0.03 0.00
C -3.6411 2.0418 -0.5108 0.17 0.00 -0.15 0.03
C 2.7264 0.4443 -2.9214 0.00 -0.04 -0.14 0.00
C -2.4903 3.8084 1.3440 0.09 -0.02 -0.14 0.00
C 0.5335 -4.2917 -0.9811 0.07 0.18 -0.08 0.00
C 4.3672 4.2115 0.4297 0.06 0.06 0.03 0.00
C -3.3451 -0.8297 0.6402 0.10 -0.44 -0.12 0.08
C 3.0408 1.8453 -2.4849 -0.07 0.10 0.09 0.00
C -0.4439 -4.9368 -0.2436 -0.10 -0.04 0.07 -0.01
C 0.3850 -2.9472 -1.2380 -0.06 -0.22 0.06 0.00
C 3.0580 4.5556 1.0656 -0.17 -0.05 -0.06 0.00
C -2.9025 1.5719 0.5882 -0.28 -0.26 0.33 -0.03
H 5.0867 4.9441 0.8016 0.02 0.00 -0.03 0.00
H -1.7746 2.0574 2.3693 -0.12 0.00 0.04 0.01
H 2.6255 5.4871 0.7126 0.05 0.01 0.02 0.00
H 3.3097 -0.2777 -2.3510 0.00 0.00 0.02 0.00
H -4.3157 3.7988 -1.5326 -0.01 -0.01 -0.02 0.00
H 3.0798 4.5369 2.1506 0.04 0.00 -0.02 0.00
H 1.4127 -4.8062 -1.3427 0.00 -0.01 -0.01 0.00
H 3.0055 0.3426 -3.9712 -0.02 -0.02 0.00 0.00
H 1.6578 0.2211 -2.8410 0.06 0.05 0.03 0.00
H -0.3464 -5.9871 -0.0008 0.01 -0.01 0.00 0.00
H -2.0420 4.5058 2.0392 0.01 0.01 0.01 0.00
H 4.7246 3.2255 0.7217 0.00 -0.01 0.01 0.00
H -4.9625 6.0228 0.0151 -0.06 0.09 -0.01 0.00
H 4.3416 4.2991 -0.6547 -0.01 -0.01 -0.01 0.00
H 2.4275 2.6051 -2.9665 0.00 -0.05 -0.05 0.00
H 4.0906 2.0978 -2.6073 -0.02 -0.02 0.01 0.00
H -2.3544 -4.7470 0.7232 0.01 -0.01 0.00 0.00
H -4.0816 1.3516 -1.2233 -0.03 0.01 0.04 0.00
H -4.3903 -0.6599 0.8946 0.01 -0.02 0.04 0.00
H 1.0948 -2.3361 -1.7761 0.02 -0.03 0.00 0.00
```
Forces are in eV/Å.

Calculated values
**2S+1**: 2
**Total energy**: -75243.628 eV
**Expectation value of S²**: 0.769
**Net charge**: +3
**Orbital gap (alpha / beta)**: 6.42 / 6.26 eV
**Relative energy (zero: lowest compared OMol25 entry of this formula, charge and spin)**: 71.8 kcal per mole

***

# 5
C18H20N4O6PV | ωB97M-V with the def2-TZVPD basis set

Structure (XYZ):
```
50
Properties=species:S:1:pos:R:3:forces:R:3:mulliken_spin:R:1
V -0.2004 -1.0585 0.0705 -0.68 0.96 -0.19 1.97
P -0.9707 1.6127 0.7723 0.34 -0.11 0.14 0.00
O 2.0771 -1.0667 3.0336 0.10 -0.11 0.16 0.00
O -0.2589 0.9730 1.9247 -0.14 0.06 -0.16 0.01
O -2.3132 -2.3192 -2.7469 0.05 -0.14 -0.19 0.00
O -0.5027 -1.9924 -1.4255 -0.65 -0.60 -1.35 -0.01
O 0.5918 -1.8230 1.5040 0.93 -0.14 1.43 -0.02
O -0.9653 0.8228 -0.5147 -0.18 -0.23 0.21 0.00
N 1.7084 -0.4566 -0.3734 1.11 0.35 -0.09 -0.02
N 1.1375 2.7794 -0.3626 -0.21 0.10 0.17 0.00
N -2.7508 1.3125 2.7589 -0.33 -0.04 -0.16 0.00
N -1.9727 -1.9859 0.6694 -0.63 -0.39 0.18 -0.04
C 1.5503 0.1394 -2.7155 -0.12 -0.01 0.03 -0.01
C 2.1538 0.6254 -3.8434 0.03 0.05 -0.09 0.01
C -2.5256 -2.6116 -0.3845 0.30 0.23 0.11 0.02
C 3.5052 1.0401 -3.8323 -0.07 0.00 -0.06 0.00
C 3.6426 0.4675 -1.4936 0.08 0.00 0.00 0.00
C -3.5116 -3.1048 2.0975 -0.09 -0.06 0.00 -0.01
C 4.2326 0.9668 -2.6818 0.04 0.01 0.09 0.01
C -1.7967 -2.3155 -1.6766 0.22 0.03 0.36 0.01
C 4.3588 0.3812 -0.2766 0.08 0.06 -0.03 0.01
C 3.7556 -0.1146 0.8452 0.13 0.03 0.08 -0.01
C -0.1483 3.1819 0.3284 0.22 0.05 -0.20 0.00
C -4.0894 -3.7292 0.9968 -0.05 -0.05 0.04 0.01
C -2.4514 -2.2433 1.8964 0.11 0.07 -0.19 0.02
C 1.7002 -1.1811 1.9096 -0.24 -0.18 -0.37 0.01
C -2.6572 1.9736 1.4080 -0.03 0.14 0.04 0.00
C 2.2948 0.0362 -1.5188 -0.09 0.03 0.23 0.02
C -3.5878 -3.4795 -0.2717 -0.17 0.00 -0.04 -0.01
C 2.4313 -0.5428 0.7383 -0.27 -0.19 -0.14 0.03
H -0.7293 3.7766 -0.3736 -0.02 0.02 -0.02 0.00
H -3.8577 -3.3121 3.1016 0.02 0.00 -0.04 0.00
H 3.9612 1.4063 -4.7422 -0.02 0.00 0.01 0.00
H 0.9520 2.0932 -1.1090 -0.05 -0.06 -0.10 0.00
H 4.2632 -0.2118 1.7955 -0.02 -0.01 -0.02 0.00
H 1.7838 2.3264 0.2916 0.03 -0.03 0.05 0.00
H -4.9055 -4.4280 1.1329 0.02 0.04 0.00 0.00
H -3.1925 0.3928 2.6852 -0.05 0.00 0.00 0.00
H 0.0980 3.7688 1.2095 0.05 0.07 0.00 0.00
H -1.7909 1.1418 3.0949 0.35 -0.01 0.07 0.00
H 5.3933 0.7048 -0.2500 -0.02 -0.01 -0.01 0.00
H 0.5278 -0.2133 -2.7432 0.01 -0.04 0.02 0.00
H 1.5910 0.6728 -4.7670 0.01 0.01 0.01 0.00
H 1.6180 3.5794 -0.7770 0.01 0.07 0.00 0.00
H 5.2689 1.2817 -2.6581 -0.01 -0.03 0.00 0.00
H -1.9107 -1.7967 2.7245 0.02 0.01 -0.01 0.00
H -3.4199 1.5704 0.7480 -0.06 0.00 -0.03 0.00
H -3.9900 -3.9483 -1.1597 0.01 -0.01 0.02 0.00
H -2.8196 3.0437 1.5239 -0.07 0.01 0.05 0.00
H -3.2781 1.8635 3.4364 -0.03 0.03 0.02 0.00
```
Forces are in eV/Å.

Calculated values
**2S+1**: 3
**Total energy**: -72203.687 eV
**Expectation value of S²**: 2.010
**Net charge**: +2
**Orbital gap (alpha / beta)**: 8.32 / 8.56 eV
**Relative energy (zero: lowest compared OMol25 entry of this formula, charge and spin)**: 11.5 kcal per mole